Run 1
A structure of composition C35H33GeIrN3OS2. Source: the Open Molecules 2025 dataset; level of theory: the ωB97M-V functional and the def2-TZVPD basis.

## Properties
orbital gap (alpha / beta) = 5.770 / 5.934 eV
expectation value of S² = 1.1936

```
! wB97M-V def2-TZVPD RIJCOSX def2/J DEFGRID3
* xyz 2 2
Ir -0.254 1.399 0.403
N 1.781 4.496 -0.354
C 3.095 4.627 0.182
C 3.650 5.890 0.293
C 4.910 6.040 0.850
C 5.599 4.931 1.317
C 5.033 3.668 1.224
C 3.785 3.509 0.640
S 3.171 1.869 0.392
N 1.542 2.198 0.064
C 1.069 3.396 -0.304
C -1.331 3.754 0.626
C -2.383 4.788 0.412
C -3.653 4.557 0.830
C -4.014 3.297 1.365
C -3.071 2.250 1.408
N -1.836 2.446 1.068
H 1.333 5.322 -0.738
H 3.096 6.754 -0.057
H 5.347 7.025 0.925
H 6.581 5.045 1.755
H 5.574 2.801 1.584
H -2.082 5.737 -0.015
H -4.409 5.324 0.729
H -5.029 3.092 1.670
H -3.363 1.241 1.677
O 0.113 -0.241 1.743
S 0.173 -0.119 3.285
C -0.685 -1.569 3.924
C 0.133 -1.963 5.145
C 1.597 -1.967 4.690
C 1.809 -0.762 3.761
H -0.633 -2.315 3.128
H -1.722 -1.311 4.130
H -0.183 -2.936 5.515
H -0.021 -1.245 5.954
H 1.815 -2.887 4.150
H 2.274 -1.919 5.540
H 2.290 -1.013 2.815
H 2.353 0.057 4.227
C -0.378 3.217 -0.496
Ge -1.056 3.210 -2.414
C -2.817 2.388 -2.268
C -2.842 0.990 -2.239
C -4.033 0.299 -2.064
C -5.225 0.997 -1.931
C -5.220 2.383 -1.983
C -4.024 3.072 -2.145
C -0.865 5.089 -2.903
C -1.909 6.010 -2.945
C -1.670 7.348 -3.230
C -0.377 7.790 -3.475
C 0.676 6.886 -3.449
C 0.432 5.547 -3.169
C 0.194 2.121 -3.427
C 0.613 2.568 -4.681
C 1.480 1.806 -5.454
C 1.939 0.586 -4.984
C 1.518 0.118 -3.747
C 0.650 0.881 -2.981
H -0.685 4.123 1.442
H -1.928 0.425 -2.387
H -4.033 -0.784 -2.058
H -6.158 0.462 -1.813
H -6.150 2.931 -1.911
H -4.056 4.152 -2.180
H -2.931 5.696 -2.779
H -2.497 8.045 -3.273
H -0.194 8.831 -3.704
H 1.682 7.217 -3.673
H 1.261 4.847 -3.195
H 0.258 3.515 -5.069
H 1.791 2.166 -6.426
H 2.614 -0.008 -5.585
H 1.857 -0.845 -3.387
H 0.298 0.476 -2.036
*
```


Run 2
A structure of composition C35H33GeIrN3OS2. Source: the Open Molecules 2025 dataset; level of theory: the ωB97M-V functional and the def2-TZVPD basis.

## Properties
orbital gap (alpha / beta) = 6.985 / 6.596 eV
expectation value of S² = 0.7636

```
! wB97M-V def2-TZVPD RIJCOSX def2/J DEFGRID3
* xyz 2 2
Ir 0.036 -0.509 -0.577
N -4.006 -0.832 -1.704
C -4.079 -1.814 -2.735
C -4.914 -1.631 -3.823
C -4.925 -2.587 -4.830
C -4.079 -3.685 -4.769
C -3.219 -3.843 -3.690
C -3.245 -2.918 -2.658
S -2.290 -3.099 -1.189
N -1.898 -1.449 -0.916
C -2.846 -0.570 -1.079
C -2.587 0.785 -0.531
C -3.561 1.738 -0.306
C -3.201 2.944 0.279
C -1.878 3.158 0.622
C -0.953 2.161 0.365
N -1.303 1.004 -0.198
H -4.674 -0.081 -1.780
H -5.557 -0.761 -3.884
H -5.594 -2.465 -5.671
H -4.087 -4.421 -5.560
H -2.554 -4.695 -3.635
H -4.597 1.552 -0.555
H -3.950 3.702 0.467
H -1.556 4.081 1.081
H 0.094 2.278 0.607
O -0.066 -0.700 1.598
S 1.075 -1.059 2.584
C 0.852 0.132 3.942
C 0.440 -0.660 5.183
C -0.400 -1.829 4.678
C 0.421 -2.440 3.551
H 0.047 0.775 3.582
H 1.762 0.716 4.055
H -0.102 -0.019 5.876
H 1.325 -1.030 5.705
H -1.360 -1.478 4.296
H -0.597 -2.564 5.457
H -0.123 -3.074 2.852
H 1.290 -2.984 3.927
C 1.029 0.667 -1.573
Ge 1.998 -0.416 -2.888
C 1.522 -2.026 -1.844
C 1.925 -2.104 -0.497
C 1.740 -3.306 0.229
C 1.191 -4.402 -0.382
C 0.799 -4.336 -1.731
C 0.939 -3.171 -2.438
C 0.958 -0.424 -4.518
C 1.520 -0.028 -5.729
C 0.758 -0.043 -6.891
C -0.567 -0.452 -6.850
C -1.138 -0.845 -5.646
C -0.378 -0.827 -4.487
C 3.887 -0.101 -3.054
C 4.644 -0.884 -3.926
C 6.012 -0.679 -4.036
C 6.629 0.306 -3.277
C 5.883 1.089 -2.407
C 4.515 0.885 -2.294
H 0.819 1.738 -1.615
H 2.565 -1.338 -0.070
H 2.109 -3.379 1.244
H 1.088 -5.333 0.161
H 0.398 -5.218 -2.213
H 0.639 -3.130 -3.479
H 2.553 0.295 -5.774
H 1.201 0.265 -7.829
H -1.156 -0.463 -7.758
H -2.171 -1.170 -5.611
H -0.833 -1.143 -3.552
H 4.174 -1.655 -4.526
H 6.595 -1.287 -4.714
H 7.695 0.466 -3.367
H 6.367 1.859 -1.821
H 3.940 1.506 -1.616
*
```


What are the relative energies? In eV: run 1 2.608; run 2 0.000.